C14H30AuNO7P2Si3 | ωB97M-V/def2-TZVPD

## Properties
2S+1   1
Frontier orbital gap   0.33121 Ha
Relative energy (zero: lowest compared OMol25 entry of this formula, charge and spin)   0.000 eV
M   667.57 u
Total energy   -2820.1553 hartree
HOMO   -9.1 eV

Element x y z (Å)
Au -1.378985 -1.113325 -0.877627
C -2.517712 1.939745 -1.471383
Si -1.280505 2.315645 -0.071747
C -0.640704 4.037258 -0.610218
C -2.293785 2.449753 1.535128
C 0.163448 0.999788 0.165659
Si 0.587278 0.072982 1.637302
C -0.290571 0.439725 3.270683
C 2.389100 -0.512637 1.763595
C 1.078429 2.160525 1.045524
Si 1.300192 0.780311 -1.424011
C 3.074359 1.494995 -1.414056
C 0.471935 1.391135 -3.031816
C 1.485300 -1.117420 -1.755425
C 2.692989 -1.751560 -2.006590
C 2.741587 -3.112550 -2.263886
C 1.555448 -3.822725 -2.274107
C 0.375309 -3.138031 -2.031003
N 0.338147 -1.822166 -1.794935
H -3.367219 2.597592 -1.258068
H -2.927136 0.935142 -1.527493
H -2.141246 2.217638 -2.455800
H -1.540958 4.641446 -0.733322
H -0.159508 4.004837 -1.585177
H 0.018726 4.587948 0.065837
H -3.158774 3.082399 1.330810
H -1.775707 2.882808 2.389543
H -2.665761 1.463183 1.802215
H -1.333370 0.148305 3.175131
H -0.244880 1.467066 3.633588
H 0.146378 -0.201068 4.037386
H 2.490203 -1.517462 1.369168
H 2.663689 -0.556070 2.819830
H 3.123753 0.138009 1.286996
H 0.424889 2.957697 1.374206
H 1.744558 2.604789 0.327688
H 1.629490 1.817886 1.920516
H 3.096353 2.576977 -1.287255
H 3.509938 1.299391 -2.394568
H 3.729230 1.050801 -0.664446
H 0.276523 2.459338 -3.084515
H -0.459839 0.858284 -3.212676
H 1.152263 1.148455 -3.851791
H 3.608094 -1.175080 -1.975418
H 3.687413 -3.606966 -2.436757
H 1.527170 -4.889024 -2.440985
H -0.573486 -3.653295 -2.003862
O -0.422246 -2.890013 3.502011
P -0.514970 -2.955152 1.903856
O 0.179444 -4.103079 1.318158
O -0.086051 -1.560749 1.481642
O -2.090871 -3.070046 1.651133
P -3.380988 -2.311447 1.038791
O -3.668776 -3.225522 -0.257745
O -4.490368 -2.308233 1.992534
O -2.906458 -0.981817 0.488502
H -0.623030 -3.733636 3.914377
H -4.327729 -3.892778 -0.045124

Force components x, y, z for each atom (eV/Å):
Au -0.019 -0.716 -0.456
C 0.144 0.270 0.376
Si -0.712 -0.708 -0.275
C 0.002 -0.299 0.270
C 0.388 0.064 -0.545
C 1.604 3.121 -0.441
Si -0.964 -3.612 1.165
C 0.534 0.475 -0.282
C -0.125 0.693 0.134
C -0.624 0.560 -1.027
Si -0.571 -0.537 -0.226
C -0.554 -0.182 0.139
C 0.336 -0.251 0.428
C 0.117 0.677 -0.010
C 0.138 0.141 0.082
C -0.159 -0.036 0.014
C -0.078 0.170 0.035
C -0.011 -0.225 -0.103
N -0.086 0.002 0.124
H -0.016 0.025 -0.050
H 0.049 -0.157 0.116
H 0.066 -0.006 0.032
H -0.095 0.033 -0.022
H 0.069 -0.052 -0.110
H -0.100 -0.153 0.004
H -0.037 0.040 -0.065
H 0.101 -0.046 0.000
H -0.050 -0.105 0.015
H -0.092 0.000 -0.100
H -0.009 0.006 -0.040
H 0.074 -0.092 -0.050
H -0.088 -0.131 -0.155
H -0.019 -0.032 0.073
H -0.003 -0.018 -0.047
H 0.000 -0.003 0.480
H 0.583 0.200 0.269
H 0.343 0.094 0.060
H -0.053 0.049 0.031
H -0.039 -0.099 -0.088
H -0.045 0.008 0.051
H -0.015 0.072 0.117
H -0.064 -0.034 0.035
H 0.048 -0.036 0.004
H -0.002 0.017 -0.003
H 0.021 -0.018 -0.014
H -0.014 -0.005 0.000
H -0.018 -0.025 -0.003
O 0.083 0.292 -0.117
P -0.818 -0.801 0.395
O 0.182 0.083 -0.165
O 0.440 1.091 -0.168
O 0.459 -0.006 0.224
P -0.387 -0.284 0.068
O 0.030 0.035 0.028
O 0.020 -0.145 0.102
O 0.148 0.854 -0.355
H -0.010 -0.184 0.024
H -0.103 -0.072 0.023

Charges obtained by Mulliken population analysis, quoted in units of e:
1 Au 0.44
2 C -1.20
3 Si 0.40
4 C -1.26
5 C -1.14
6 C 1.60
7 Si 0.02
8 C -1.31
9 C -1.35
10 C -2.47
11 Si 0.72
12 C -1.66
13 C -1.44
14 C 0.78
15 C -0.47
16 C -0.41
17 C -0.62
18 C -0.23
19 N -0.34
20 H 0.47
21 H 0.32
22 H 0.33
23 H 0.40
24 H 0.27
25 H 0.40
26 H 0.43
27 H 0.36
28 H 0.26
29 H 0.27
30 H 0.44
31 H 0.39
32 H 0.29
33 H 0.43
34 H 0.41
35 H 0.68
36 H 0.74
37 H 0.25
38 H 0.47
39 H 0.43
40 H 0.36
41 H 0.37
42 H 0.32
43 H 0.41
44 H 0.33
45 H 0.44
46 H 0.41
47 H 0.41
48 O -0.53
49 P 0.22
50 O -0.73
51 O 0.39
52 O -0.08
53 P 0.60
54 O -0.52
55 O -0.77
56 O -0.41
57 H 0.33
58 H 0.29